Molecular formula: C23H27InN3O2S3
Method: DFT, ωB97M-V/def2-TZVPD

Computed properties:
Energy above the lowest of the compared OMol25 structures with the same formula, charge and spin   47.9 kJ/mol
HOMO energy   -11.197 eV
Net charge   +1
Max |F|   1.37 eV Å⁻¹
Spin multiplicity   1
Kohn-Sham gap   0.328 Eh

Geometry as XYZ:
```
59
C23H27InN3O2S3 (ωB97M-V/def2-TZVPD)
In -0.049 0.331 -0.020
N -0.721 1.247 2.078
C -1.016 0.346 3.170
C -0.631 0.741 4.447
C -0.819 -0.080 5.541
C -1.377 -1.334 5.345
C -1.759 -1.726 4.076
C -1.627 -0.895 2.955
C -2.175 -1.364 1.648
C -3.318 -2.181 1.693
C -3.893 -2.726 0.560
C -3.360 -2.451 -0.689
C -2.251 -1.623 -0.770
C -1.667 -1.090 0.374
H 0.038 1.860 2.368
H -1.523 1.835 1.855
H -0.162 1.712 4.570
H -0.520 0.248 6.527
H -1.512 -2.008 6.179
H -2.149 -2.726 3.953
H -3.789 -2.372 2.648
H -4.763 -3.362 0.653
H -3.816 -2.847 -1.587
H -1.856 -1.367 -1.747
C 0.440 -2.965 -3.237
C 0.651 -1.608 -3.897
S 0.537 -0.104 -2.848
C 2.264 0.437 -2.679
C 3.158 -0.407 -1.786
S 2.577 -0.515 -0.051
C 2.378 -2.309 0.247
C 1.282 -3.042 -0.515
S 1.804 -3.565 -2.191
H 0.365 -3.714 -4.026
H -0.476 -2.995 -2.650
H -0.136 -1.459 -4.638
H 1.614 -1.567 -4.404
H 2.188 1.450 -2.282
H 2.684 0.496 -3.683
H 4.142 0.062 -1.737
H 3.259 -1.418 -2.161
H 2.167 -2.346 1.318
H 3.352 -2.773 0.088
H 0.386 -2.435 -0.613
H 1.018 -3.947 0.031
C -0.584 4.847 -2.435
N 0.279 4.193 -1.455
C 1.350 4.829 -0.871
C 2.105 4.270 0.092
C 1.784 2.928 0.556
O 2.279 2.342 1.510
N 0.795 2.308 -0.186
C -0.012 2.907 -1.080
O -0.992 2.276 -1.514
H -0.106 5.760 -2.778
H -1.551 5.089 -1.996
H -0.748 4.176 -3.275
H 1.537 5.831 -1.230
H 2.926 4.799 0.549
```

Atomic partial charges in e from the Mulliken method, atoms 1 to 2: 0.72, -0.27

=====

Molecular formula: C23H27MnN3OSSi
Method: DFT, ωB97M-V/def2-TZVPD

Computed properties:
Energy above the lowest of the compared OMol25 structures with the same formula, charge and spin   70.4 kJ/mol
HOMO energy (spin up / spin down)   -11.011 / -11.191 eV
Net charge   +1
Max |F|   3.29 eV Å⁻¹
Spin multiplicity   5
Kohn-Sham gap (spin up / spin down)   0.236 / 0.301 Eh
⟨S²⟩   6.327

Geometry as XYZ:
```
57
C23H27MnN3OSSi (ωB97M-V/def2-TZVPD)
Mn 1.207 -0.806 0.123
S 3.089 -2.209 -0.058
C 2.827 -1.762 1.594
C 3.857 -1.568 2.525
C 3.532 -1.147 3.795
C 2.189 -0.962 4.131
C 1.221 -1.184 3.175
N 1.524 -1.556 1.923
H 4.877 -1.739 2.221
H 4.311 -0.961 4.519
H 1.905 -0.646 5.121
H 0.166 -1.062 3.396
C 1.440 3.463 -0.352
N 1.376 2.941 -1.701
C 1.161 3.907 -2.764
C 1.685 3.342 -4.074
C 1.016 1.999 -4.311
N 1.233 1.130 -3.169
C 1.193 -0.297 -3.420
C 1.325 1.613 -1.918
O 1.411 0.820 -0.934
H 2.116 4.317 -0.327
H 1.817 2.694 0.320
H 0.451 3.785 -0.018
H 1.685 4.831 -2.503
H 0.089 4.137 -2.841
H 2.766 3.214 -4.010
H 1.465 4.019 -4.895
H 1.432 1.511 -5.192
H -0.061 2.132 -4.467
H 1.867 -0.536 -4.244
H 0.179 -0.613 -3.676
H 1.517 -0.855 -2.531
C -2.957 2.448 1.901
C -3.774 1.540 1.247
C -3.224 0.445 0.603
C -1.848 0.234 0.593
C -1.046 1.154 1.267
C -1.586 2.249 1.912
Si -1.054 -1.277 -0.333
C -1.809 -2.885 0.404
C -1.670 -3.183 1.759
C -2.274 -4.293 2.314
C -3.030 -5.141 1.522
C -3.177 -4.864 0.173
C -2.568 -3.751 -0.378
H -3.383 3.302 2.405
H -4.844 1.689 1.240
H -3.871 -0.261 0.105
H 0.043 1.004 1.293
H -0.942 2.947 2.427
H -1.662 -1.187 -1.718
H -1.083 -2.533 2.387
H -2.153 -4.502 3.365
H -3.496 -6.012 1.954
H -3.765 -5.520 -0.450
H -2.692 -3.551 -1.431
```

Atomic partial charges in e from the Mulliken method, atoms 1 to 2: 0.87, -0.49

=====

Molecular formula: C23H27N3O3
Method: DFT, ωB97M-V/def2-TZVPD

Computed properties:
Energy above the lowest of the compared OMol25 structures with the same formula, charge and spin   0.0 kJ/mol
HOMO energy   -9.386 eV
Net charge   0
Max |F|   0.65 eV Å⁻¹
Spin multiplicity   1
SMILES   CCCCNC(=O)CN1C(=O)NC(Cc2ccccc2)(Cc2ccccc2)C1=O
Kohn-Sham gap   0.367 Eh

Geometry as XYZ:
```
56
C23H27N3O3 (ωB97M-V/def2-TZVPD)
C 4.001 0.071 3.650
C 4.227 -1.247 2.918
C 3.435 -2.413 3.512
C 1.916 -2.237 3.442
N 1.446 -2.121 2.081
C 0.693 -3.060 1.489
O 0.304 -4.073 2.027
C 0.370 -2.746 0.013
N -0.317 -1.489 -0.178
C 0.231 -0.253 -0.110
O 1.369 0.015 0.212
C -0.852 0.742 -0.514
N -1.994 -0.127 -0.643
C -1.674 -1.439 -0.570
O -2.372 -2.393 -0.770
H -2.871 0.184 -1.026
C -0.462 1.377 -1.869
C -0.295 0.299 -2.904
C -1.381 -0.126 -3.659
C -1.251 -1.178 -4.548
C -0.032 -1.817 -4.693
C 1.059 -1.391 -3.955
C 0.928 -0.339 -3.066
H 1.782 -0.011 -2.489
H 2.015 -1.880 -4.070
H 0.069 -2.642 -5.381
H -2.104 -1.501 -5.125
H -2.334 0.372 -3.555
H -1.243 2.080 -2.164
H 0.473 1.920 -1.728
C -1.048 1.798 0.593
C -2.158 2.751 0.257
C -1.890 3.974 -0.347
C -2.921 4.832 -0.688
C -4.234 4.477 -0.432
C -4.511 3.264 0.175
C -3.480 2.407 0.518
H -3.700 1.467 1.002
H -5.533 2.984 0.385
H -5.039 5.146 -0.699
H -2.698 5.780 -1.155
H -0.866 4.259 -0.544
H -1.278 1.273 1.523
H -0.104 2.328 0.720
H 1.304 -2.732 -0.558
H -0.291 -3.528 -0.367
H 1.757 -1.320 1.545
H 1.611 -1.349 4.004
H 1.424 -3.112 3.873
H 3.713 -2.540 4.560
H 3.700 -3.330 2.982
H 3.972 -1.122 1.864
H 5.289 -1.501 2.967
H 2.985 0.430 3.508
H 4.183 -0.047 4.716
H 4.679 0.832 3.269
```

Atomic partial charges in e from the Mulliken method, atoms 1 to 2: -1.12, -0.32

=====

Molecular formula: C23H27N3O5S
Method: DFT, ωB97M-V/def2-TZVPD

Computed properties:
Energy above the lowest of the compared OMol25 structures with the same formula, charge and spin   396.4 kJ/mol
HOMO energy   -8.705 eV
Net charge   0
Max |F|   1.03 eV Å⁻¹
Spin multiplicity   1
SMILES   COc1ccccc1[C@@H](CNC(=O)c1ccc(S(=O)(=O)NCc2ccco2)cc1)N(C)C
Kohn-Sham gap   0.335 Eh

Geometry as XYZ:
```
59
C23H27N3O5S (ωB97M-V/def2-TZVPD)
C -4.828 -0.383 -2.776
H -5.459 -1.277 -2.799
O -4.014 -0.352 -1.629
C -4.600 -0.365 -0.396
C -5.981 -0.344 -0.220
C -6.539 -0.354 1.046
C -5.723 -0.395 2.159
C -4.351 -0.421 1.988
C -3.760 -0.403 0.731
C -2.244 -0.369 0.675
N -1.669 0.981 0.593
C -1.718 1.690 1.856
H -1.161 2.621 1.755
H -2.741 1.934 2.175
H -1.243 1.089 2.631
C -2.203 1.806 -0.472
H -3.240 2.121 -0.290
H -2.162 1.265 -1.412
H -1.587 2.703 -0.559
C -1.612 -1.250 -0.412
N -0.181 -1.221 -0.230
C 0.616 -2.306 -0.262
O 0.230 -3.428 -0.520
C 2.051 -1.966 0.019
C 3.042 -2.451 -0.826
C 4.358 -2.059 -0.645
C 4.668 -1.219 0.405
C 3.708 -0.785 1.298
C 2.390 -1.150 1.096
H 1.623 -0.805 1.774
H 4.004 -0.149 2.116
S 6.322 -0.579 0.579
O 6.888 -0.951 1.840
O 7.067 -0.861 -0.617
N 5.998 1.072 0.695
H 6.763 1.523 1.172
C 5.617 1.703 -0.561
C 4.134 1.630 -0.732
C 3.116 2.216 -0.036
C 1.913 1.746 -0.616
C 2.290 0.911 -1.622
O 3.628 0.833 -1.696
H 1.726 0.337 -2.330
H 0.914 2.000 -0.327
H 3.215 2.898 0.783
H 6.098 1.183 -1.400
H 5.938 2.746 -0.551
H 5.146 -2.373 -1.311
H 2.765 -3.109 -1.636
H 0.200 -0.307 -0.035
H -1.871 -0.896 -1.411
H -1.949 -2.284 -0.309
H -1.886 -0.774 1.630
H -3.714 -0.465 2.860
H -6.147 -0.410 3.151
H -7.613 -0.335 1.153
H -6.637 -0.316 -1.074
H -5.456 0.511 -2.852
H -4.141 -0.409 -3.620
```

Atomic partial charges in e from the Mulliken method, atoms 1 to 2: -1.09, 0.41